i | Entry from the OMol25 dataset: a single CH3NO molecule (wB97M-V/def2-TZVPD).

Results
**SMILES string**: C=NO
**LUMO energy**: 1.10 eV
**HOMO-LUMO gap**: 11.1 eV
**E_HOMO**: -9.96 eV

Each line ends with the Löwdin charge.
Geometry (Å):
N -0.20 0.55 -0.32  -0.11
H 0.26 -1.32 0.26  0.06
H 0.24 1.79 1.07  0.12
O 0.33 0.82 0.87  -0.09
H -0.56 -1.13 -1.35  0.05
C -0.08 -0.70 -0.53  -0.04

ii | Entry from the OMol25 dataset: a single CH3NO molecule (wB97M-V/def2-TZVPD).

Results
**SMILES string**: NC=O
**LUMO energy**: 1.02 eV
**HOMO-LUMO gap**: 11.3 eV
**E_HOMO**: -10.24 eV

Each line ends with the Löwdin charge.
Geometry (Å):
H -0.35 -0.70 1.28  0.12
H 0.91 -0.96 -0.68  0.09
H 0.44 0.61 -1.16  0.07
C -0.41 0.09 0.51  -0.41
N 0.59 -0.04 -0.44  0.10
O -1.18 1.00 0.48  0.03

iii | Entry from the OMol25 dataset: a single CH3NO molecule (wB97M-V/def2-TZVPD).

Results
**SMILES string**: NC=O
**LUMO energy**: 0.89 eV
**HOMO-LUMO gap**: 10.7 eV
**E_HOMO**: -9.79 eV

Each line ends with the Löwdin charge.
Geometry (Å):
H 0.60 1.35 -0.02  0.14
O 1.62 -0.37 0.01  -0.02
H -0.76 -1.25 -0.08  0.07
C 0.53 0.21 -0.07  -0.46
N -0.64 -0.32 -0.01  0.15
H -1.35 0.38 0.16  0.12

Energetically preferred structure: ii | next structure: +8.3 kcal/mol

i | Entry from the OMol25 dataset: a molecular structure, H23O12 (wB97M-V/def2-TZVPD).

Results
**LUMO energy**: 2.56 eV
**HOMO-LUMO gap**: 8.5 eV
**E_HOMO**: -5.91 eV
**Total charge**: -1

Each line ends with the Löwdin charge.
Geometry (Å):
H -3.10 2.78 -2.77  0.03
H 0.93 0.94 -3.19  -0.03
H -1.90 -3.69 0.18  -0.03
H 3.13 1.44 -1.35  -0.03
O 0.25 -2.37 -1.52  -0.06
H 2.17 0.73 -0.25  -0.01
H 0.63 -1.48 -1.55  0.01
O -0.67 -4.16 0.95  -0.06
H 0.83 0.59 1.85  0.02
O 3.98 1.78 -1.76  -0.12
H -0.64 0.12 1.75  0.03
H 4.31 2.50 -1.22  0.00
H -0.60 1.12 -0.33  0.03
O -3.39 2.61 -1.86  -0.08
O 1.59 1.04 -0.94  -0.27
O -1.30 0.44 -0.25  -0.07
H -0.35 -3.61 0.20  0.04
H -3.28 -3.28 -0.74  0.01
O -2.73 -3.14 0.02  -0.10
H 1.46 -2.13 3.42  0.03
O -0.08 0.86 2.01  -0.08
H -1.57 2.90 2.38  0.01
H -2.16 2.32 1.17  0.02
O 0.69 0.04 -2.94  -0.31
H -3.43 1.66 -2.02  0.03
H -1.08 -0.37 -0.70  0.01
O -2.28 2.31 2.13  -0.07
H 1.17 3.69 0.79  0.03
H 1.71 3.38 2.21  0.03
H 1.60 -3.56 2.94  0.02
O 1.05 3.89 1.72  -0.05
H 0.09 -4.75 0.82  0.08
O 2.09 -2.74 3.01  -0.06
H 1.27 0.37 -1.91  -0.03
H -0.36 -2.26 -2.25  0.04

ii | Entry from the OMol25 dataset: a molecular structure, H23O12 (wB97M-V/def2-TZVPD).

Results
**LUMO energy**: 2.59 eV
**HOMO-LUMO gap**: 8.1 eV
**E_HOMO**: -5.51 eV
**Total charge**: -1

Each line ends with the Löwdin charge.
Geometry (Å):
H -3.67 1.85 3.12  0.08
H -3.13 -2.85 -1.56  0.06
O 2.14 -0.55 -0.37  -0.27
O -3.65 0.86 2.88  -0.11
O -5.10 0.35 0.06  -0.02
H 2.85 -0.53 -0.93  -0.06
H 2.39 0.66 0.01  -0.02
H -0.68 -3.07 2.49  0.05
H -4.45 -0.26 0.26  -0.01
H -2.70 0.70 2.61  0.06
O 0.06 -0.61 -1.98  -0.16
H -0.18 0.24 -1.44  0.09
O 1.18 0.43 2.92  -0.10
H -1.87 1.06 -2.51  -0.04
H -1.95 2.42 -1.93  -0.11
O -2.43 -2.36 -1.11  0.06
O 2.42 2.89 -2.17  -0.03
H 2.38 2.32 -1.48  -0.09
O 3.04 -2.11 1.64  -0.26
H 2.70 -1.18 -3.11  0.08
H 2.46 3.80 -1.94  0.01
O 2.62 -0.21 -2.79  -0.18
H 1.62 0.15 -3.03  0.12
H -1.46 -2.01 1.65  0.08
H 3.58 1.79 0.86  0.01
O -1.04 -2.15 2.60  -0.13
O -2.29 1.82 -2.35  0.12
H 2.73 -1.38 0.85  0.04
H 3.21 -1.70 2.57  0.03
H -1.90 -2.02 -1.62  -0.15
H 0.67 -0.93 -1.23  0.04
O 2.93 1.64 0.15  -0.23
H 1.42 0.26 3.86  0.04
H -5.07 1.00 0.73  -0.01
H 1.16 -0.33 2.30  0.02

iii | Entry from the OMol25 dataset: 12 unconnected molecules or ions with the total composition H23O12 (wB97M-V/def2-TZVPD).

Results
**LUMO energy**: 2.37 eV
**HOMO-LUMO gap**: 8.8 eV
**E_HOMO**: -6.39 eV
**Total charge**: -1

Each line ends with the Löwdin charge.
Geometry (Å):
O 0.29 0.51 3.25  -0.12
O -0.27 1.04 -3.85  -0.09
H -3.24 2.23 -1.70  0.02
H 0.32 0.17 2.31  -0.01
H 0.76 -2.87 0.18  0.01
O -3.50 -3.15 -1.75  -0.07
H 2.75 -0.25 -1.56  -0.01
H 1.91 1.56 -1.91  0.04
O 3.68 -0.66 -1.41  -0.13
O 3.31 -2.64 0.83  -0.10
O 0.91 0.30 0.70  -0.32
H -1.93 -0.87 0.71  0.03
H -1.06 0.53 -3.60  0.02
O 1.50 0.76 -1.54  -0.21
H -1.34 3.10 2.39  0.00
H 0.43 0.82 -3.22  -0.01
H -3.41 -2.43 -1.11  0.01
O -3.21 3.17 -1.58  -0.06
H -2.98 -3.00 -2.54  0.02
H 0.95 3.56 1.68  0.02
H -2.21 -2.31 1.31  0.04
O -2.28 2.94 2.20  -0.06
H -2.74 3.01 3.04  0.03
O 1.17 3.20 2.55  -0.08
O 1.12 -3.74 0.06  -0.06
H 2.55 -2.19 1.25  0.01
H 0.93 2.25 2.51  -0.01
H 1.18 0.95 -0.48  0.03
H 0.57 -4.35 -0.47  0.05
H 1.08 -0.64 0.53  -0.07
H -2.40 3.41 -1.12  0.03
O -2.61 -1.48 1.01  -0.06
H 1.04 0.18 3.75  0.03
H 3.02 -2.29 -0.05  0.01
H 3.72 -0.81 -2.37  0.03

Energetically preferred structure: iii | next structure: +15.6 kcal/mol